Entry 1:
ORCA calculation (ωB97M-V/def2-TZVPD) on a molecular structure, C39H47CrI2N5O3PS2Si.

As for the multiplicity: 4. The HOMO energy (alpha / beta) is -6.6 / -6.6 eV. The total energy comes out at -138262.736 eV. Its maximum force is 0.8 eV/Å. The calculation puts the HOMO-LUMO gap (alpha / beta) at 0.2321 / 0.2321 Eh. As for the relative energy (zero: lowest compared OMol25 entry of this formula, charge and spin): 0.0 kcal per mole.

Positions of all 101 atoms, in Å:
I1 4.17 -1.13 -0.75
I2 2.21 3.88 3.18
Cr1 0.74 -0.32 1.15
S1 -1.84 0.06 4.80
S2 -2.34 2.57 2.76
P1 1.17 0.55 -1.60
Si1 -1.77 -2.62 0.56
O1 -0.66 -1.45 0.42
O2 -2.47 2.76 4.18
O3 -2.02 3.63 1.86
N1 2.39 0.69 1.95
N2 -0.15 -0.62 3.00
N3 1.76 -2.37 1.26
N4 -1.14 1.42 2.52
N5 -7.19 -0.16 0.76
C1 -0.10 -1.05 -3.56
C2 2.29 0.75 -3.14
C3 -3.27 -2.01 1.51
C4 1.74 3.06 -0.71
C5 3.65 0.38 -3.44
C6 5.53 0.52 -5.09
C7 2.11 1.79 -5.36
C8 6.38 -0.11 -4.24
C9 0.78 2.33 -1.41
C10 0.43 5.05 -0.92
C11 -3.79 1.76 2.19
C12 3.12 0.33 3.20
C13 4.60 -0.31 -2.62
C14 5.90 -0.54 -2.99
C15 -0.35 2.98 -1.88
C16 -1.13 -4.14 1.51
C17 -5.06 0.90 0.35
C18 -0.23 -1.67 3.90
C19 -1.58 0.06 -2.03
C20 2.82 -3.02 2.08
C21 -2.31 -3.32 -1.08
C22 3.95 -0.95 3.10
C23 -0.28 -0.20 -2.46
C24 1.57 4.41 -0.46
C25 3.19 -2.26 3.34
C26 -2.67 -0.42 -2.74
C27 -5.89 0.70 2.61
C28 -6.05 0.46 1.24
C29 3.39 1.46 -5.66
C30 -1.08 -1.48 4.92
C31 -4.77 1.35 3.08
C32 -0.99 0.35 3.32
C33 4.18 0.78 -4.72
C34 -0.31 1.47 1.28
C35 1.59 1.44 -4.10
C36 -1.19 -1.56 -4.25
C37 -0.53 4.34 -1.63
C38 -3.94 1.55 0.82
C39 -2.48 -1.22 -3.86
H1 -3.18 1.91 0.13
H2 -1.43 4.83 -1.98
H3 -7.74 -0.68 1.42
H4 0.90 -1.30 -3.90
H5 -1.29 -2.15 5.74
H6 -4.64 1.55 4.14
H7 2.30 4.94 0.13
H8 5.85 0.85 -6.06
H9 -1.74 0.65 -1.14
H10 -1.92 -4.89 1.54
H11 3.81 -2.93 3.94
H12 2.62 2.57 -0.31
H13 3.09 0.79 1.22
H14 -6.66 0.38 3.30
H15 6.56 -1.05 -2.32
H16 -0.86 -3.93 2.55
H17 -5.18 0.73 -0.71
H18 -1.12 2.45 -2.43
H19 -3.06 -2.71 -1.58
H20 1.48 2.33 -6.06
H21 3.71 -3.13 1.46
H22 -3.53 -0.99 1.20
H23 0.58 1.74 -3.90
H24 1.87 -2.66 0.29
H25 -1.03 -2.21 -5.10
H26 -3.08 -2.00 2.58
H27 2.11 1.68 2.14
H28 4.75 -0.87 3.84
H29 -4.15 -2.65 1.33
H30 0.31 2.36 1.33
H31 0.86 -2.74 1.51
H32 3.77 1.17 3.44
H33 7.41 -0.30 -4.52
H34 2.39 0.26 4.00
H35 -1.45 -3.40 -1.76
H36 -7.15 -0.56 -0.16
H37 -0.27 -4.60 1.02
H38 0.36 -2.55 3.74
H39 2.49 -4.03 2.34
H40 3.83 1.73 -6.61
H41 -0.99 1.61 0.44
H42 -3.33 -1.59 -4.42
H43 -3.67 -0.18 -2.41
H44 4.46 -0.97 2.13
H45 2.30 -2.05 3.93
H46 -2.72 -4.33 -0.95
H47 0.27 6.10 -0.70

Entry 2:
ORCA calculation (ωB97M-V/def2-TZVPD) on a molecular structure, C39H47GeLiO3S3Te.

The HOMO energy is -0.5 eV. The total energy comes out at -143871.762 eV. Its maximum force is 0.7 eV/Å. Its net charge is -2. The calculation puts the HOMO-LUMO gap at 0.1698 Eh. As for the relative energy (zero: lowest compared OMol25 entry of this formula, charge and spin): 0.0 kcal per mole.

Positions of all 95 atoms, in Å:
Te1 -2.75 -1.04 3.42
Ge1 2.33 -1.90 -2.66
S1 0.26 -1.37 3.62
S2 -2.12 1.31 -0.24
S3 0.45 1.67 2.07
O1 -0.89 -1.62 0.16
O2 0.26 -0.92 -1.63
O3 -3.31 1.54 0.66
C1 5.84 -4.34 -3.10
C2 2.05 -0.54 -4.07
C3 -6.04 1.06 5.12
C4 4.66 -4.52 -5.18
C5 -0.21 -1.81 -0.87
C6 4.36 -0.34 -1.37
C7 -3.66 2.13 6.05
C8 -4.23 0.20 -1.66
C9 0.86 1.36 -5.01
C10 1.00 0.39 -4.03
C11 4.90 -3.43 -2.65
C12 5.03 0.31 -0.35
C13 2.22 2.28 4.11
C14 2.02 -0.25 5.43
C15 -4.75 -0.14 3.27
C16 3.21 -1.09 -1.12
C17 -2.69 3.88 -1.26
C18 1.77 1.46 -6.05
C19 -3.65 1.30 4.94
C20 3.72 -3.61 -4.71
C21 2.83 0.57 -6.10
C22 -4.86 2.43 6.71
C23 -2.78 0.64 -1.81
C24 -4.85 0.76 4.46
C25 0.18 -3.25 -1.22
C26 0.97 -3.32 -2.51
C27 4.56 0.23 0.95
C28 -1.58 2.93 -0.83
C29 1.23 0.00 4.16
C30 5.73 -4.89 -4.37
C31 2.96 -0.41 -5.12
C32 3.82 -3.03 -3.44
C33 -4.35 -1.12 -0.92
C34 -2.39 0.92 4.22
C35 -6.04 1.88 6.24
C36 3.42 -0.51 1.23
C37 -3.38 4.57 -0.10
C38 1.31 1.20 3.54
C39 2.76 -1.17 0.20
Li1 -0.58 -0.39 1.55
H1 3.06 -0.56 5.22
H2 3.56 0.63 -6.90
H3 1.75 2.79 4.96
H4 -4.66 0.12 -2.67
H5 -2.13 -0.21 -2.03
H6 2.89 -3.36 -5.36
H7 -3.42 3.36 -1.88
H8 -4.79 0.97 -1.13
H9 0.31 -3.18 -3.38
H10 -1.50 0.89 4.83
H11 -3.86 3.84 0.56
H12 -2.64 1.38 -2.60
H13 -0.99 3.33 -0.01
H14 1.56 -1.06 5.99
H15 -6.97 0.63 4.76
H16 -2.24 4.64 -1.91
H17 3.82 -1.07 -5.17
H18 -4.14 5.28 -0.46
H19 4.56 -4.95 -6.17
H20 -3.96 -1.95 -1.52
H21 1.66 2.22 -6.81
H22 5.01 -3.01 -1.65
H23 4.74 -0.26 -2.39
H24 1.87 -1.71 0.46
H25 -0.88 2.70 -1.64
H26 -5.56 -0.87 3.22
H27 -2.73 2.54 6.42
H28 6.47 -5.60 -4.73
H29 5.91 0.90 -0.58
H30 0.77 -3.64 -0.38
H31 3.18 1.88 4.46
H32 -3.78 -1.10 0.01
H33 5.07 0.76 1.75
H34 -0.73 -3.84 -1.24
H35 2.41 3.03 3.35
H36 2.08 0.63 6.08
H37 -6.98 2.10 6.76
H38 6.67 -4.63 -2.46
H39 3.01 -0.56 2.23
H40 1.48 -4.28 -2.64
H41 0.03 2.06 -4.94
H42 -2.20 1.56 3.35
H43 -5.39 -1.34 -0.66
H44 0.29 0.33 -3.22
H45 -4.72 0.44 2.34
H46 -2.66 5.13 0.50
H47 -4.85 3.07 7.58

Entry 3:
ORCA calculation (ωB97M-V/def2-TZVPD) on a molecular structure, C39H47GeN4O4TeW in a non-equilibrium geometry.

The HOMO energy (alpha / beta) is -11.2 / -11.2 eV. The total energy comes out at -120986.494 eV. Its maximum force is 1.6 eV/Å. Its net charge is +1. The calculation puts the HOMO-LUMO gap (alpha / beta) at 0.2358 / 0.2352 Eh.

Positions of all 97 atoms, in Å:
W1 -0.19 1.21 0.84
Te1 2.13 0.76 0.36
Ge1 -1.24 -0.97 1.92
O1 -0.93 4.97 -0.35
O2 0.73 -2.12 -0.40
O3 -1.39 3.35 -4.71
O4 -0.86 0.61 -1.13
N1 -0.66 2.77 -0.82
N2 -2.30 1.78 1.12
N3 -0.04 2.49 2.36
N4 -1.22 1.93 -2.96
C1 -1.04 4.06 -1.14
C2 -2.37 2.82 2.05
C3 0.15 -2.53 4.02
C4 -1.35 5.67 -3.05
C5 1.61 0.52 3.91
C6 0.62 -3.70 4.59
C7 2.46 4.72 4.01
C8 1.13 2.93 3.12
C9 1.80 5.27 0.85
C10 -3.88 5.16 -1.35
C11 -3.84 -0.65 3.12
C12 -1.22 3.14 2.69
C13 -4.81 -0.28 4.04
C14 0.22 -2.60 -1.64
C15 -2.16 0.39 4.45
C16 -3.25 4.12 -2.27
C17 -3.12 0.77 5.38
C18 -3.52 1.60 0.64
C19 -3.73 3.28 2.12
C20 2.89 -0.24 3.54
C21 3.10 3.84 4.86
C22 -4.45 0.43 5.18
C23 2.79 2.50 4.80
C24 1.89 -2.89 -0.07
C25 -4.44 2.52 1.24
C26 0.12 5.82 -3.39
C27 -1.39 3.21 -3.52
C28 -0.92 1.77 -1.66
C29 1.76 -4.24 -0.80
C30 1.48 4.30 3.12
C31 0.96 5.30 2.13
C32 -2.49 -0.33 3.30
C33 -1.71 4.28 -2.50
C34 0.57 -4.89 3.88
C35 -0.36 -2.52 2.72
C36 0.03 -4.91 2.60
C37 1.81 2.01 3.93
C38 -0.43 -3.73 2.03
C39 0.46 -4.11 -1.61
H1 3.55 -0.34 4.40
H2 -0.83 -2.32 -1.69
H3 -1.23 1.12 -3.57
H4 -1.13 0.68 4.64
H5 1.91 -3.00 1.02
H6 -4.94 4.94 -1.23
H7 3.85 4.20 5.55
H8 -5.49 2.57 1.02
H9 2.61 -4.40 -1.46
H10 3.46 0.28 2.77
H11 -4.15 -1.21 2.25
H12 -3.71 4.17 -3.26
H13 1.05 6.29 2.59
H14 0.81 0.25 3.22
H15 2.65 -1.24 3.19
H16 -2.82 1.32 6.26
H17 0.75 -2.13 -2.49
H18 0.33 6.84 -3.71
H19 -3.42 5.16 -0.36
H20 3.30 1.80 5.44
H21 1.73 4.30 0.36
H22 -1.98 5.85 -3.93
H23 -0.04 -5.84 2.05
H24 0.42 5.16 -4.21
H25 1.72 -5.07 -0.10
H26 -2.20 -1.40 0.80
H27 0.55 -4.53 -2.61
H28 -3.44 3.12 -1.88
H29 -1.20 3.86 3.50
H30 0.75 5.61 -2.52
H31 -1.63 6.40 -2.30
H32 -0.84 -3.76 1.03
H33 1.01 -3.68 5.60
H34 1.46 6.03 0.15
H35 0.92 -5.81 4.33
H36 2.73 5.77 4.01
H37 0.16 -1.62 4.61
H38 -3.72 0.83 -0.08
H39 2.79 -2.36 -0.37
H40 -3.80 6.16 -1.76
H41 -5.84 -0.55 3.88
H42 1.28 0.21 4.90
H43 2.85 5.46 1.08
H44 -5.20 0.72 5.90
H45 -0.37 -4.61 -1.12
H46 -0.09 5.17 1.89
H47 -4.09 4.06 2.76

Entry 4:
ORCA calculation (ωB97M-V/def2-TZVPD) on a molecular structure, C39H47N10O7STl in a non-equilibrium geometry.

The HOMO energy (alpha / beta) is -1.9 / -1.9 eV. The total energy comes out at -85957.190 eV. Its maximum force is 4.5 eV/Å. Its net charge is -2. The calculation puts the HOMO-LUMO gap (alpha / beta) at 0.1563 / 0.1992 Eh. As for the relative energy (zero: lowest compared OMol25 entry of this formula, charge and spin): 106.8 kcal per mole.

Positions of all 105 atoms, in Å:
Tl1 -0.22 -1.02 -0.20
S1 0.11 1.71 2.05
O1 3.33 -1.14 -5.76
O2 -2.52 -3.30 -3.01
O3 -2.53 -0.33 -7.17
O4 0.67 -0.76 -2.52
O5 -0.58 -3.08 -1.80
O6 3.20 -0.67 -3.59
O7 -0.65 0.64 -7.74
N1 -3.02 0.63 -0.82
N2 -1.29 -0.20 -7.05
N3 2.14 -4.53 -1.03
N4 2.87 -0.28 0.14
N5 2.73 -0.94 -4.70
N6 -2.07 -2.60 1.85
N7 1.30 4.02 1.97
N8 -0.21 3.74 0.15
N9 1.21 5.30 1.55
N10 -0.33 2.77 -0.68
C1 -1.44 -4.28 3.49
C2 -0.67 -5.01 2.41
C3 -2.75 0.04 3.42
C4 -2.50 -4.26 5.60
C5 2.32 6.13 1.69
C6 -3.00 -2.47 4.06
C7 0.41 4.42 -2.30
C8 -0.67 2.40 -3.04
C9 4.55 7.76 2.27
C10 4.00 -1.10 0.60
C11 -0.59 -1.01 -6.06
C12 3.93 -2.55 0.25
C13 3.37 8.31 1.70
C14 0.18 5.06 -3.49
C15 0.75 -0.77 -6.02
C16 0.44 -1.32 -3.64
C17 -1.37 -1.78 -5.16
C18 -3.67 -1.12 3.72
C19 -2.15 -3.05 3.06
C20 3.46 5.60 2.36
C21 4.00 -2.94 -1.23
C22 1.28 -1.12 -4.80
C23 -1.35 -2.85 -2.79
C24 -0.95 3.05 -4.22
C25 0.41 3.28 1.38
C26 -0.54 4.38 -4.47
C27 2.30 7.46 1.31
C28 -0.80 -1.96 -3.91
C29 -0.10 3.20 -2.00
C30 -1.42 -4.66 4.77
C31 -4.10 2.83 0.12
C32 0.32 -6.01 2.97
C33 -3.45 3.26 1.44
C34 -3.18 -3.08 5.28
C35 4.57 6.41 2.53
C36 3.55 -4.34 -1.27
C37 -1.77 -5.50 1.52
C38 -4.77 -1.35 2.65
C39 -3.43 1.63 -0.34
H1 -5.21 2.52 0.22
H2 -3.86 -2.63 6.00
H3 3.07 -2.99 0.75
H4 0.43 5.57 0.93
H5 -2.83 -4.83 6.48
H6 4.01 -1.02 1.69
H7 0.93 4.97 -1.48
H8 4.86 -2.97 0.71
H9 -0.74 4.86 -5.41
H10 -2.06 -4.66 0.88
H11 2.78 -0.36 -0.88
H12 -1.02 1.43 -2.74
H13 0.72 -6.63 2.19
H14 3.10 0.67 0.37
H15 -4.17 -0.77 4.66
H16 -4.03 3.49 -0.69
H17 -2.23 0.07 2.49
H18 3.19 9.39 1.67
H19 1.12 -5.57 3.55
H20 1.51 7.89 0.69
H21 5.06 -2.80 -1.60
H22 3.82 -4.91 -2.16
H23 -5.36 -2.25 2.83
H24 -2.66 -5.73 2.08
H25 -4.37 -1.39 1.61
H26 -0.09 -4.20 1.90
H27 3.37 -2.33 -1.89
H28 -5.51 -0.53 2.65
H29 -3.51 2.43 2.16
H30 5.50 5.93 2.85
H31 -3.40 0.94 3.41
H32 -0.23 -6.68 3.64
H33 -1.52 -6.31 0.89
H34 -4.07 4.04 1.89
H35 -1.40 2.51 -5.09
H36 -2.37 -2.14 -5.31
H37 0.54 6.05 -3.72
H38 1.55 -3.74 -1.29
H39 4.06 -4.99 -0.50
H40 1.72 -5.37 -1.46
H41 -2.00 0.09 4.27
H42 3.36 4.54 2.69
H43 1.34 -0.32 -6.83
H44 4.93 -0.66 0.17
H45 -0.56 -5.28 5.15
H46 -2.42 3.61 1.38
H47 5.35 8.36 2.66

Entry 5:
ORCA calculation (ωB97M-V/def2-TZVPD) on a molecular structure, C39H47N2OSSiTi.

The HOMO energy is -11.2 eV. The total energy comes out at -88060.458 eV. Its maximum force is 0.5 eV/Å. Its net charge is +1. The calculation puts the HOMO-LUMO gap at 0.3210 Eh. As for the relative energy (zero: lowest compared OMol25 entry of this formula, charge and spin): 4.0 kcal per mole.

Positions of all 92 atoms, in Å:
Ti1 -0.27 0.10 1.05
S1 -2.43 1.84 -0.53
Si1 1.55 -2.19 -0.69
O1 0.38 -1.23 -0.01
N1 0.43 1.60 0.76
N2 -2.15 0.47 0.30
C1 1.69 -0.04 -4.24
C2 0.40 -4.61 0.18
C3 -3.81 2.46 1.78
C4 0.96 -1.30 3.51
C5 1.20 2.69 0.18
C6 -5.31 0.60 -3.77
C7 0.52 4.01 0.54
C8 -3.60 1.39 -1.77
C9 3.74 -3.43 0.79
C10 3.95 -0.20 -3.44
C11 2.16 -1.28 -2.20
C12 1.23 2.50 -1.34
C13 3.04 0.27 -4.38
C14 -0.92 0.19 3.47
C15 0.45 -0.01 3.69
C16 3.32 -1.12 1.21
C17 1.34 1.13 4.11
C18 4.81 -3.40 1.67
C19 1.68 -4.70 -1.98
C20 0.13 -2.36 3.18
C21 4.40 -1.07 2.08
C22 -4.51 3.35 2.59
C23 -4.77 4.64 2.15
C24 -1.23 -2.16 2.99
C25 -3.39 2.89 0.54
C26 -0.55 -3.62 -1.87
C27 -4.89 0.98 -1.44
C28 -3.63 4.18 0.08
C29 -3.16 1.43 -3.08
C30 0.75 -3.85 -1.10
C31 -4.33 5.05 0.89
C32 5.15 -2.22 2.32
C33 2.63 2.68 0.73
C34 2.96 -2.30 0.55
C35 -5.74 0.58 -2.45
C36 -4.03 1.03 -4.09
C37 1.26 -0.80 -3.16
C38 -1.75 -0.87 3.13
C39 3.51 -0.96 -2.36
H1 -6.74 0.25 -2.22
H2 -1.24 -2.97 -1.33
H3 -4.53 6.06 0.55
H4 -5.32 5.33 2.78
H5 -0.06 -5.57 -0.07
H6 5.99 -2.19 3.00
H7 5.00 0.04 -3.54
H8 0.50 4.14 1.63
H9 2.02 -1.47 3.65
H10 -4.86 3.03 3.57
H11 -0.38 -3.18 -2.86
H12 2.62 2.64 1.82
H13 3.52 -4.36 0.29
H14 -5.22 0.99 -0.41
H15 -3.70 1.05 -5.12
H16 -3.60 1.45 2.11
H17 3.19 1.83 0.34
H18 1.88 3.25 -1.80
H19 4.24 -1.31 -1.64
H20 0.20 -1.00 -3.06
H21 1.91 -4.20 -2.92
H22 0.24 2.61 -1.77
H23 -5.98 0.29 -4.56
H24 -3.28 4.50 -0.89
H25 1.27 -4.81 0.81
H26 2.63 -4.94 -1.50
H27 1.62 1.52 -1.60
H28 1.29 1.93 3.38
H29 1.19 -5.65 -2.22
H30 3.15 3.59 0.43
H31 -2.84 -0.24 0.05
H32 0.98 0.32 -4.97
H33 -1.05 -4.58 -2.04
H34 4.67 -0.14 2.56
H35 3.38 0.86 -5.21
H36 2.37 0.80 4.21
H37 5.40 -4.29 1.84
H38 -2.16 1.76 -3.31
H39 -1.88 -2.98 2.72
H40 1.04 4.86 0.10
H41 -2.81 -0.69 2.96
H42 -0.33 -4.05 0.78
H43 2.76 -0.21 1.04
H44 0.55 -3.35 3.04
H45 -0.51 4.03 0.18
H46 -1.33 1.19 3.57
H47 1.01 1.53 5.07

What did the second record say?
ORCA calculation (ωB97M-V/def2-TZVPD) on a molecular structure, C39H47GeLiO3S3Te.

The HOMO energy is -0.5 eV. The total energy comes out at -143871.762 eV. Its maximum force is 0.7 eV/Å. Its net charge is -2. The calculation puts the HOMO-LUMO gap at 0.1698 Eh. As for the relative energy (zero: lowest compared OMol25 entry of this formula, charge and spin): 0.0 kcal per mole.

Positions of all 95 atoms, in Å:
Te1 -2.75 -1.04 3.42
Ge1 2.33 -1.90 -2.66
S1 0.26 -1.37 3.62
S2 -2.12 1.31 -0.24
S3 0.45 1.67 2.07
O1 -0.89 -1.62 0.16
O2 0.26 -0.92 -1.63
O3 -3.31 1.54 0.66
C1 5.84 -4.34 -3.10
C2 2.05 -0.54 -4.07
C3 -6.04 1.06 5.12
C4 4.66 -4.52 -5.18
C5 -0.21 -1.81 -0.87
C6 4.36 -0.34 -1.37
C7 -3.66 2.13 6.05
C8 -4.23 0.20 -1.66
C9 0.86 1.36 -5.01
C10 1.00 0.39 -4.03
C11 4.90 -3.43 -2.65
C12 5.03 0.31 -0.35
C13 2.22 2.28 4.11
C14 2.02 -0.25 5.43
C15 -4.75 -0.14 3.27
C16 3.21 -1.09 -1.12
C17 -2.69 3.88 -1.26
C18 1.77 1.46 -6.05
C19 -3.65 1.30 4.94
C20 3.72 -3.61 -4.71
C21 2.83 0.57 -6.10
C22 -4.86 2.43 6.71
C23 -2.78 0.64 -1.81
C24 -4.85 0.76 4.46
C25 0.18 -3.25 -1.22
C26 0.97 -3.32 -2.51
C27 4.56 0.23 0.95
C28 -1.58 2.93 -0.83
C29 1.23 0.00 4.16
C30 5.73 -4.89 -4.37
C31 2.96 -0.41 -5.12
C32 3.82 -3.03 -3.44
C33 -4.35 -1.12 -0.92
C34 -2.39 0.92 4.22
C35 -6.04 1.88 6.24
C36 3.42 -0.51 1.23
C37 -3.38 4.57 -0.10
C38 1.31 1.20 3.54
C39 2.76 -1.17 0.20
Li1 -0.58 -0.39 1.55
H1 3.06 -0.56 5.22
H2 3.56 0.63 -6.90
H3 1.75 2.79 4.96
H4 -4.66 0.12 -2.67
H5 -2.13 -0.21 -2.03
H6 2.89 -3.36 -5.36
H7 -3.42 3.36 -1.88
H8 -4.79 0.97 -1.13
H9 0.31 -3.18 -3.38
H10 -1.50 0.89 4.83
H11 -3.86 3.84 0.56
H12 -2.64 1.38 -2.60
H13 -0.99 3.33 -0.01
H14 1.56 -1.06 5.99
H15 -6.97 0.63 4.76
H16 -2.24 4.64 -1.91
H17 3.82 -1.07 -5.17
H18 -4.14 5.28 -0.46
H19 4.56 -4.95 -6.17
H20 -3.96 -1.95 -1.52
H21 1.66 2.22 -6.81
H22 5.01 -3.01 -1.65
H23 4.74 -0.26 -2.39
H24 1.87 -1.71 0.46
H25 -0.88 2.70 -1.64
H26 -5.56 -0.87 3.22
H27 -2.73 2.54 6.42
H28 6.47 -5.60 -4.73
H29 5.91 0.90 -0.58
H30 0.77 -3.64 -0.38
H31 3.18 1.88 4.46
H32 -3.78 -1.10 0.01
H33 5.07 0.76 1.75
H34 -0.73 -3.84 -1.24
H35 2.41 3.03 3.35
H36 2.08 0.63 6.08
H37 -6.98 2.10 6.76
H38 6.67 -4.63 -2.46
H39 3.01 -0.56 2.23
H40 1.48 -4.28 -2.64
H41 0.03 2.06 -4.94
H42 -2.20 1.56 3.35
H43 -5.39 -1.34 -0.66
H44 0.29 0.33 -3.22
H45 -4.72 0.44 2.34
H46 -2.66 5.13 0.50
H47 -4.85 3.07 7.58